Computed, not measured: a molecular structure, C56H47BrFeN5O4P2S in a non-equilibrium geometry, with ωB97M-V with the def2-TZVPD basis set.

Structure (XYZ):
```
117
Properties=species:S:1:pos:R:3:forces:R:3:lowdin_charge:R:1
Fe 0.088077 -0.085524 0.341095 0.24 -0.92 -0.47 0.52
C 4.876911 -2.312349 4.723848 -0.01 -0.01 -0.04 -0.01
C 4.458684 -0.839966 4.537100 -0.04 -0.03 -0.05 -0.43
C 5.277880 0.046730 5.484435 0.00 0.07 -0.01 -0.02
C 2.971529 -0.716060 4.847611 0.04 -0.05 0.05 -0.09
C 2.499630 -0.741117 6.155901 0.03 0.00 0.04 -0.01
C 1.145748 -0.675427 6.449371 -0.03 0.00 0.02 -0.05
C 0.225336 -0.600204 5.419453 -0.02 0.01 0.03 -0.08
C 0.650009 -0.598310 4.094971 0.04 -0.05 -0.18 -0.27
P -0.548313 -0.401681 2.712755 -0.11 0.52 0.69 1.08
C -1.148482 1.263466 3.175567 -0.02 -0.08 0.07 -0.34
C -0.169368 2.250854 3.061912 0.02 0.02 -0.02 -0.12
C -0.416279 3.541444 3.486429 0.00 0.02 -0.03 -0.08
C -1.667925 3.875927 3.993393 0.03 0.03 0.00 -0.07
C -2.652509 2.905780 4.085527 -0.03 -0.07 -0.01 -0.06
C -2.392930 1.595151 3.690242 -0.02 0.05 -0.02 -0.06
C -1.855066 -1.596592 3.152969 0.02 -0.13 -0.09 -0.34
C -3.144585 -1.454131 2.636408 0.02 -0.02 0.05 -0.10
C -4.116954 -2.408342 2.906292 0.01 0.01 0.02 -0.06
C -3.815968 -3.521646 3.678102 0.01 0.01 0.00 -0.07
C -2.534254 -3.677600 4.188579 0.03 0.01 -0.01 -0.08
C -1.560718 -2.723165 3.926240 -0.07 0.00 0.01 -0.12
C 2.019216 -0.643007 3.837435 0.04 0.10 -0.13 -0.19
O 2.375322 -0.583329 2.506907 -0.06 -0.15 0.01 -0.03
C 3.683163 -0.356446 2.160004 -0.11 0.07 0.06 -0.19
C 3.905715 -0.036693 0.820912 -0.22 -0.15 0.03 -0.26
C 5.209258 0.186352 0.396512 0.04 0.01 -0.04 -0.07
C 6.259145 0.096934 1.291973 0.04 0.00 0.00 -0.05
C 6.004095 -0.213183 2.618901 0.07 0.01 0.01 -0.01
C 4.715160 -0.441261 3.087981 0.02 -0.03 0.03 -0.09
P 2.529630 0.055882 -0.388535 0.52 0.40 -0.07 1.12
C 2.981135 1.614554 -1.239788 -0.03 0.00 0.03 -0.35
C 3.620518 1.718917 -2.472759 0.00 0.09 0.06 -0.08
C 3.913421 2.970529 -3.006213 -0.04 -0.03 0.03 -0.06
C 3.580198 4.123667 -2.309972 0.02 -0.05 0.05 -0.06
C 2.965435 4.026768 -1.066122 0.13 0.04 -0.01 -0.07
C 2.670171 2.781005 -0.538859 0.16 0.03 0.10 -0.11
C 2.941188 -1.300048 -1.536658 -0.14 0.01 0.02 -0.35
C 3.568863 -2.450143 -1.062864 0.04 -0.01 -0.01 -0.09
C 3.780595 -3.532412 -1.904635 -0.01 0.00 -0.04 -0.07
C 3.366342 -3.480269 -3.229866 0.01 0.02 0.03 -0.07
C 2.735689 -2.339868 -3.709907 0.00 0.01 0.05 -0.07
C 2.516465 -1.259838 -2.863983 -0.01 -0.04 -0.06 -0.12
H 4.708969 -2.628955 5.756037 0.01 0.02 -0.05 0.09
H 5.935789 -2.442827 4.485888 -0.06 0.01 0.03 0.09
H 4.296272 -2.964105 4.066074 0.03 0.02 0.03 0.09
H 5.120822 -0.238580 6.523885 0.01 0.00 -0.03 0.08
H 5.002868 1.096984 5.368562 0.02 -0.04 0.01 0.11
H 6.345502 -0.053049 5.290206 -0.04 -0.01 0.02 0.08
H 3.206999 -0.813170 6.973334 -0.05 0.00 -0.04 0.12
H 0.812676 -0.679705 7.479940 0.02 -0.01 -0.06 0.11
H -0.835230 -0.538092 5.637582 0.05 0.00 0.00 0.12
H 0.813353 1.992981 2.669983 -0.01 0.02 0.02 0.10
H 0.378478 4.272562 3.422431 -0.05 0.03 0.01 0.09
H -1.875523 4.889724 4.316253 0.02 -0.05 -0.02 0.11
H -3.629977 3.161062 4.477843 0.05 -0.02 -0.03 0.11
H -3.166844 0.845430 3.784356 0.01 0.02 0.03 0.10
H -3.393167 -0.600983 2.022569 -0.03 -0.02 0.00 0.05
H -5.115854 -2.277221 2.507636 0.05 0.01 0.01 0.11
H -4.577984 -4.263063 3.886644 0.03 0.04 -0.01 0.11
H -2.292748 -4.536952 4.803937 -0.01 0.04 -0.04 0.11
H -0.570227 -2.854926 4.345306 -0.03 0.00 0.01 0.10
H 5.398496 0.434192 -0.641657 0.00 0.00 0.03 0.12
H 7.275356 0.267211 0.960219 -0.04 0.00 0.01 0.11
H 6.837920 -0.284638 3.306813 -0.04 0.00 -0.04 0.12
H 3.910434 0.833301 -3.019850 0.00 -0.03 -0.02 0.10
H 4.410664 3.039980 -3.966284 -0.03 -0.01 0.03 0.11
H 3.812964 5.096537 -2.727073 -0.02 -0.05 0.01 0.11
H 2.708258 4.922187 -0.510623 0.04 -0.07 -0.02 0.11
H 2.190117 2.715755 0.433461 0.06 0.02 -0.06 0.10
H 3.894843 -2.504746 -0.030674 0.01 0.01 -0.03 0.11
H 4.275207 -4.418812 -1.525528 -0.03 0.04 -0.01 0.11
H 3.541570 -4.322183 -3.888612 -0.01 0.03 0.03 0.11
H 2.417497 -2.288933 -4.745094 0.02 0.00 0.05 0.11
H 2.021231 -0.374714 -3.242767 0.02 -0.03 0.01 0.09
C -0.765509 -0.535607 -3.012561 -0.07 0.06 0.12 -0.07
O -0.089767 0.413237 -2.173459 0.05 -0.15 0.05 -0.20
C -0.054407 1.694771 -2.642257 -0.04 -0.10 -0.07 -0.23
C 0.041476 1.962733 -3.993207 0.05 -0.04 -0.09 -0.05
C 0.091587 3.276166 -4.425951 -0.02 0.01 -0.07 -0.68
Br 0.263334 3.641366 -6.269751 0.00 0.00 -0.01 0.78
C 0.022341 4.307759 -3.524848 -0.01 0.07 0.03 -0.07
C -0.084767 4.042351 -2.156589 -0.03 0.09 0.04 -0.07
C -0.109869 2.723276 -1.699079 -0.10 0.10 0.19 -0.19
O -0.193823 2.388575 -0.376295 -0.05 0.17 -0.14 -0.03
C -0.153336 5.161698 -1.214587 -0.02 -0.03 -0.05 -0.26
N -0.075144 5.053081 0.089098 -0.05 0.07 0.21 0.17
C -0.160211 6.362776 0.577031 0.02 -0.20 0.07 -0.19
C -0.118303 6.871749 1.875752 -0.01 0.02 0.04 -0.01
C -0.214615 8.238045 2.046007 0.01 0.01 -0.02 -0.08
C -0.356205 9.108912 0.953727 0.00 -0.04 0.00 -0.08
C -0.398566 8.627238 -0.338231 -0.02 0.03 -0.04 -0.01
C -0.294442 7.248745 -0.491947 0.01 -0.01 -0.19 -0.18
N -0.282883 6.453500 -1.621367 -0.02 0.14 -0.05 0.18
H -1.674039 -0.091150 -3.416431 -0.03 0.03 -0.02 0.11
H -1.032809 -1.368523 -2.373959 -0.02 -0.01 0.04 0.06
H -0.125053 -0.872297 -3.825779 0.07 -0.02 -0.03 0.09
H 0.091633 1.156636 -4.712205 -0.01 0.03 0.04 0.11
H 0.070059 5.323499 -3.894789 0.01 -0.06 0.04 0.10
H -0.187244 3.233166 0.158210 -0.02 -0.14 -0.14 0.09
H -0.016023 6.226431 2.732057 0.01 -0.10 0.03 0.08
H -0.177394 8.650400 3.046410 -0.02 -0.01 -0.04 0.11
H -0.432131 10.173814 1.129173 0.00 -0.02 0.00 0.11
H -0.507789 9.290094 -1.189431 0.01 -0.05 0.07 0.11
H -0.410676 6.772738 -2.563844 -0.02 0.00 -0.02 0.15
O -3.917335 0.974569 0.397324 -0.15 -0.12 0.30 -0.51
S -2.832067 0.557576 -0.472072 -0.25 0.39 -0.70 0.76
N -1.803967 -0.382397 -0.008816 0.00 0.01 0.37 -0.48
N 0.116015 -4.439369 1.005011 0.01 -0.04 -0.14 0.09
C -0.012112 -4.507068 -0.366300 0.01 0.01 0.15 -0.06
C 0.251036 -3.253002 -0.813366 0.12 0.15 0.09 -0.13
N 0.527546 -2.418224 0.257545 -0.16 0.10 -0.14 0.01
C 0.440819 -3.173227 1.329398 0.11 -0.01 -0.13 -0.19
H -0.028058 -5.195350 1.650811 -0.01 0.00 0.05 0.16
H -0.272164 -5.417749 -0.880934 0.04 0.09 0.06 0.12
H 0.307892 -2.910150 -1.834157 -0.03 -0.01 0.10 0.09
H 0.630060 -2.852886 2.342196 -0.02 -0.07 -0.09 0.10
```
Forces are in eV/Å.

- F_max: 1.06 eV/A
- ⟨S²⟩: 6.0145
- Energy: -208315.6575 eV
- Gap between HOMO and LUMO (alpha / beta): 8.36 / 8.37 eV
- Spin multiplicity: 5
- Net charge: +1